A molecular structure, C17H10IN3O7Ru, computed with ωB97M-V/def2-TZVPD.

Last column: Löwdin charge in e.
Atoms and positions in Å:
Ru 1.385 0.085 0.527  1.564
O -2.295 2.986 -0.145  0.140
C -1.091 2.441 0.049  -0.476
O -0.420 1.953 -0.819  0.060
C -0.654 2.513 1.478  -0.167
C -1.264 3.308 2.427  0.032
C -0.708 3.356 3.701  -0.009
C 0.432 2.626 3.979  0.041
C 0.978 1.853 2.967  -0.181
N 0.432 1.803 1.763  0.064
C 2.249 1.043 3.140  -0.577
O 2.794 0.999 4.212  0.119
O 2.676 0.497 2.024  -0.254
H -2.511 2.875 -1.083  0.144
H -2.147 3.874 2.172  0.125
H -1.166 3.969 4.467  0.119
H 0.913 2.633 4.948  0.131
O 2.307 -1.801 -2.145  0.088
C 1.121 -1.702 -1.960  -0.418
N 0.508 -0.892 -0.990  -0.058
C -0.890 -1.080 -1.023  -0.429
O -1.693 -0.575 -0.282  0.089
C -1.173 -2.049 -2.126  -0.093
C -2.370 -2.563 -2.575  0.005
C -2.317 -3.462 -3.636  -0.061
C -1.101 -3.825 -4.213  -0.060
C 0.100 -3.300 -3.745  0.007
C 0.030 -2.409 -2.696  -0.094
H -3.308 -2.278 -2.116  0.122
H -3.235 -3.890 -4.019  0.106
H -1.093 -4.528 -5.036  0.106
H 1.053 -3.578 -4.177  0.123
O -0.471 -2.095 3.763  0.117
C -0.022 -1.595 2.800  -0.445
N 0.413 -1.083 1.806  -0.028
I 3.099 2.682 -0.354  0.840
C 2.914 0.603 -0.767  -0.756
H 3.845 0.115 -0.499  -0.008
H 2.681 0.489 -1.816  -0.028

Its multiplicity is 5. For the electronic energy, the calculation gives -47276.69697 eV. Its HOMO-LUMO gap (spin up / spin down) is 8.41 / 6.97 eV. For the energy above the lowest of the compared OMol25 structures with the same formula, charge and spin, the calculation gives 0.000 eV. The calculation puts the LUMO energy (spin up / spin down) at -0.77 / -2.33 eV.